C35H29ClIrN8O6S3 | the ωB97M-V functional and the def2-TZVPD basis

Values from the calculation:
Gap between HOMO and LUMO (spin up / spin down) ... 7.21 / 4.93 eV
Spin multiplicity ... 2
Net charge ... +2
Relative energy (zero: lowest compared OMol25 entry of this formula, charge and spin) ... 158.6 kJ/mol
HOMO level (spin up / spin down) ... -0.4960 / -0.4942 hartree

Positions of all 83 atoms, in Å:
Ir1 -0.0478 0.0497 -0.3097
C1 -2.8748 5.4964 4.4358
C2 -2.4736 4.1306 3.9651
C3 -2.3992 3.8379 2.5994
C4 -1.9975 2.5910 2.1582
C5 -1.6797 1.6143 3.1022
C6 -1.7400 1.8779 4.4660
C7 -2.1378 3.1353 4.8842
S1 -1.1717 0.0416 2.5540
O1 -2.0310 -0.3446 1.4655
O2 -1.0801 -0.8586 3.6648
N1 0.2140 0.2244 1.6823
C8 1.4740 0.3883 2.1462
C9 1.8718 0.5122 3.4737
C10 3.2303 0.6625 3.7741
C11 4.1879 0.6861 2.7859
C12 3.8091 0.5496 1.4217
C13 4.7173 0.5709 0.3434
C14 4.2491 0.4222 -0.9352
C15 2.8767 0.2444 -1.1478
N2 2.0064 0.2283 -0.1540
C16 2.4514 0.3929 1.1191
H1 -3.4258 6.0375 3.6691
H2 -1.9871 6.0822 4.6832
H3 -3.4884 5.4391 5.3338
H4 -2.6411 4.6066 1.8760
H5 -1.8768 2.3964 1.0983
H6 -1.5044 1.1008 5.1810
H7 -2.1952 3.3483 5.9442
H8 1.1407 0.4870 4.2713
H9 3.5228 0.7652 4.8099
H10 5.2343 0.8124 3.0317
H11 5.7739 0.7101 0.5363
H12 4.9105 0.4460 -1.7893
H13 2.4887 0.1128 -2.1475
O3 0.3828 4.1450 -4.3915
C17 0.2292 2.9790 -4.9870
O4 0.1788 2.8462 -6.1766
C18 0.1379 1.7640 -4.1024
C19 -0.0393 0.4579 -4.5699
Cl1 -0.3354 -0.1064 -6.1272
N3 -0.0036 -0.3807 -3.5069
N4 0.1744 0.3142 -2.3872
C20 0.2363 1.5989 -2.7227
C21 0.2532 2.6004 -1.6083
O5 0.4171 3.7835 -1.8350
O6 0.0534 2.0924 -0.4262
C22 -0.0746 -1.8157 -3.4985
C23 -1.0569 -2.4543 -2.7619
C24 -1.0988 -3.8422 -2.7694
C25 -0.1900 -4.5696 -3.5225
C26 0.7797 -3.9125 -4.2742
C27 0.8465 -2.5274 -4.2595
H14 0.4090 4.0787 -3.4101
H15 -1.7896 -1.8758 -2.2122
H16 -1.8566 -4.3525 -2.1908
H17 -0.2414 -5.6501 -3.5372
H18 1.4792 -4.4758 -4.8770
H19 1.6012 -2.0064 -4.8354
S2 -2.3209 0.5677 -1.2831
C28 -3.6463 -0.2297 -0.5067
N5 -4.2804 0.4167 0.5002
C29 -5.4036 -0.0498 1.0685
C30 -5.9324 -1.2221 0.6049
C31 -5.2340 -1.8631 -0.4185
N6 -4.1199 -1.3813 -0.9599
H20 -3.8411 1.2616 0.8498
H21 -5.8282 0.5368 1.8706
H22 -6.8405 -1.6289 1.0214
H23 -5.5862 -2.8061 -0.8194
C32 2.7621 -3.1815 1.7945
N7 2.7506 -3.1303 0.3351
C33 3.8012 -3.5334 -0.4708
C34 3.4024 -3.4010 -1.7567
N8 2.1119 -2.9245 -1.7134
C35 1.7143 -2.7584 -0.4372
S3 0.1488 -2.2924 0.1134
H24 3.7946 -3.1206 2.1287
H25 2.3177 -4.1135 2.1373
H26 2.1926 -2.3485 2.1896
H27 4.7287 -3.8889 -0.0582
H28 3.9109 -3.6168 -2.6790
H29 1.4982 -2.7807 -2.5145

And the Mulliken charges, in e, turn out to be: 1.113 -1.517 0.893 -1.233 -0.477 0.215 -0.561 -0.802 1.131 -0.688 -0.710 0.668 0.785 -0.387 -1.040 -0.830 1.100 -0.959 -1.125 0.090 0.399 -0.449 0.388 0.311 0.409 0.457 0.563 0.600 0.442 0.563 0.472 0.514 0.523 0.524 0.371 -0.556 0.401 -0.550 -0.007 -0.025 -0.079 -0.111 0.417 0.665 0.471 -0.844 -0.549 -0.837 0.414 -0.742 -0.446 -0.756 -0.148 0.408 0.376 0.473 0.449 0.467 0.509 -0.470 0.669 0.222 0.072 -0.766 -0.129 -0.406 -0.085 0.474 0.446 0.456 -0.589 0.370 -0.664 -0.555 0.469 0.127 -0.470 0.333 0.283 0.193 0.496 0.542 -0.167



C35H29F4N2 | the ωB97M-V functional and the def2-TZVPD basis

Values from the calculation:
Gap between HOMO and LUMO ... 4.65 eV
Spin multiplicity ... 1
Net charge ... +1
HOMO level ... -0.4128 hartree

Positions of all 70 atoms, in Å:
F1 1.7768 2.5102 5.0336
C1 1.5228 1.3080 4.4131
C2 2.5354 0.3538 4.4021
C3 2.3245 -0.7280 3.5509
F2 3.4006 -1.5505 3.2844
C4 1.1232 -0.9671 2.9011
C5 0.0420 -0.0406 3.0161
C6 -1.2209 -0.3498 2.3854
C7 -2.4952 -0.1892 3.0387
C8 -3.3886 -1.2895 3.1178
C9 -4.5960 -1.1753 3.7902
C10 -5.0065 0.0472 4.3341
C11 -4.1457 1.1319 4.2138
F3 -4.6006 2.3745 4.5860
C12 -2.8928 1.0420 3.6158
C13 0.2981 1.1389 3.7752
H1 3.4545 0.4754 4.9689
H2 0.9539 -1.8799 2.3216
H3 -1.1812 -1.1446 1.6362
H4 -3.0733 -2.2308 2.6605
H5 -5.2527 -2.0386 3.8901
H6 -5.9909 0.1834 4.7899
H7 -2.2840 1.9336 3.4882
H8 -0.4631 1.9072 3.8500
F4 0.9007 -2.6136 -1.1845
C14 0.8876 -1.3331 -1.8180
C15 2.0931 -1.2735 -2.7771
C16 2.9037 -2.3834 -3.0385
C17 4.0774 -2.2220 -3.7801
C18 4.4211 -0.9636 -4.2872
C19 3.5935 0.1418 -4.0533
C20 2.4174 -0.0269 -3.3141
C21 -0.4716 -1.1746 -2.4938
C22 -0.6010 -0.9394 -3.8612
C23 -1.8651 -0.7331 -4.4269
C24 -3.0047 -0.7854 -3.6239
C25 -2.8768 -1.0694 -2.2593
C26 -1.6225 -1.3360 -1.7118
C27 1.1121 -0.3336 -0.6464
C28 2.5158 -0.5122 -0.0188
C29 3.1258 0.8669 0.1428
C30 2.0759 1.8794 -0.3049
N1 1.0236 1.1080 -0.9999
C31 -0.2519 1.7081 -0.8985
C32 -0.8700 1.7876 0.3612
C33 -2.2591 1.6758 0.3893
N2 -2.9405 1.5047 -0.7256
C34 -2.3926 1.9143 -1.8809
C35 -1.0144 2.0976 -2.0103
H9 2.6187 -3.3652 -2.6541
H10 4.7124 -3.0962 -3.9494
H11 5.3368 -0.8496 -4.8704
H12 3.8568 1.1303 -4.4362
H13 1.7378 0.8056 -3.1207
H14 0.2851 -0.8841 -4.4947
H15 -1.9416 -0.5067 -5.4934
H16 -3.9935 -0.5830 -4.0436
H17 -3.7521 -1.0661 -1.6026
H18 -1.5304 -1.6404 -0.6686
H19 0.3443 -0.5549 0.1232
H20 2.3910 -1.0261 0.9418
H21 3.1571 -1.1351 -0.6481
H22 3.4643 1.0644 1.1712
H23 3.9889 0.9658 -0.5280
H24 1.6672 2.4685 0.5404
H25 2.5123 2.5862 -1.0265
H26 -0.2837 1.7893 1.2776
H27 -2.8090 1.6855 1.3230
H28 -3.0446 2.0011 -2.7477
H29 -0.5358 2.4043 -2.9352

And the Mulliken charges, in e, turn out to be: -0.308 0.059 -0.787 0.836 -0.344 -0.758 1.390 -0.584 1.147 -0.851 -0.637 -0.539 -0.028 -0.288 -0.244 -0.196 0.502 0.338 0.036 0.462 0.422 0.478 0.602 0.344 -0.528 2.983 -1.009 -0.206 -0.782 -0.517 -1.125 0.306 -0.395 -0.193 -0.810 -0.622 -0.538 -0.349 0.598 -0.890 -0.746 -0.699 0.495 0.031 0.157 -0.914 -0.549 -0.470 -0.689 0.408 0.416 0.401 0.431 0.439 0.455 0.410 0.427 0.268 0.448 -0.566 0.225 0.378 0.295 0.342 0.349 0.424 0.399 0.602 0.450 0.407



C35H30Br2N6OPr | the ωB97M-V functional and the def2-TZVPD basis

Values from the calculation:
Gap between HOMO and LUMO (spin up / spin down) ... 3.72 / 3.63 eV
Spin multiplicity ... 3
Net charge ... +1
HOMO level (spin up / spin down) ... -0.2745 / -0.2723 hartree

Positions of all 75 atoms, in Å:
Pr1 0.6273 -1.5150 -1.8841
C1 0.1651 7.8334 8.6723
O1 -0.8894 6.9386 8.2726
C2 -0.6246 6.1292 7.2361
C3 0.4440 6.3055 6.3103
C4 0.6175 5.3000 5.3648
C5 -0.1621 4.1283 5.3295
C6 -1.1894 3.9443 6.2539
C7 -1.5064 5.0303 7.1634
C8 0.1002 3.1295 4.3675
N1 0.9880 3.1887 3.3733
C9 0.8258 2.0748 2.6278
C10 -0.3041 1.3308 3.0848
N2 -0.6978 1.9418 4.2209
C11 -0.7555 0.1831 2.3645
C12 -1.9762 -0.4633 2.6980
C13 -2.2765 -1.6002 1.9648
C14 -1.4394 -2.0487 0.9459
N3 -0.4172 -1.3074 0.4974
C15 -0.0671 -0.1257 1.1530
C16 0.9853 0.6900 0.5797
N4 1.6130 0.4604 -0.6310
C17 2.4471 1.2921 -1.1814
C18 2.7795 2.5126 -0.5429
C19 2.3868 2.7795 0.7737
C20 1.4527 1.8341 1.3550
H1 -0.2133 8.5010 9.4703
H2 0.5965 8.3969 7.8272
H3 1.0054 7.3149 9.1307
H4 1.1317 7.1636 6.2595
H5 1.4087 5.2520 4.6400
H6 -1.5449 2.8768 6.4032
H7 -2.4510 5.1317 7.6762
H8 -1.4861 1.7261 4.8110
H9 -2.5592 -0.0855 3.5666
H10 -3.0863 -2.2625 2.1541
H11 -1.6509 -3.0556 0.4777
H12 2.8898 1.1533 -2.1865
H13 3.5060 3.1157 -1.0797
H14 2.7543 3.6440 1.3014
Br1 3.0682 -1.5952 -8.3435
C21 2.3657 -1.6823 -6.5957
C22 3.1956 -1.9789 -5.5233
C23 2.7506 -1.5724 -4.2907
N5 1.4838 -1.0629 -4.0559
C24 0.5510 -0.9732 -5.0858
C25 1.0611 -1.1523 -6.4164
C26 -0.8282 -1.0657 -4.7363
C27 -1.7722 -1.6072 -5.6816
C28 -3.0517 -1.9116 -5.2004
Br2 -4.3642 -2.9483 -6.0951
C29 -3.4266 -1.5398 -3.8798
C30 -2.4945 -1.0006 -3.0657
N6 -1.1849 -0.9049 -3.4352
H15 4.1914 -2.3437 -5.6901
H16 3.4233 -1.5592 -3.4591
H17 0.4834 -0.8781 -7.2852
H18 -1.4204 -1.7950 -6.6838
H19 -4.4797 -1.6957 -3.5353
H20 -2.7166 -0.7484 -2.0740
C31 -0.9013 -5.8602 -1.6752
C32 0.0446 -5.0641 -2.6027
C33 -0.5591 -4.8129 -3.9300
C34 1.3782 -5.7454 -2.8417
C35 0.1707 -3.7830 -1.8698
H21 -1.1601 -6.8402 -2.1587
H22 -1.8196 -5.2595 -1.5383
H23 -0.4043 -6.0394 -0.7115
H24 -0.7801 -5.7326 -4.4753
H25 0.1103 -4.1000 -4.4509
H26 -1.4981 -4.2156 -3.8062
H27 1.2205 -6.5500 -3.5772
H28 1.8771 -6.0345 -1.8775
H29 2.0314 -5.0223 -3.3892
H30 0.0273 -3.7643 -0.7847

And the Mulliken charges, in e, turn out to be: 0.607 -0.749 -0.410 1.028 -0.646 -0.616 0.184 -0.332 -0.579 0.095 -0.613 0.347 0.301 -0.077 0.630 -0.798 -0.837 -0.145 -0.269 0.140 -0.012 -0.368 0.181 -0.879 -0.568 0.608 0.249 0.268 0.361 0.175 0.521 0.242 0.392 0.226 0.315 0.473 0.275 0.296 0.377 0.528 -0.103 0.179 -0.836 -0.016 -0.101 0.346 -0.900 0.767 -0.356 -0.255 -0.102 -0.531 -0.502 -0.088 0.508 0.501 0.528 0.435 0.386 0.526 -1.784 2.208 -0.998 -1.519 -0.981 0.415 0.243 0.409 0.518 0.107 0.002 0.390 0.355 0.191 0.135



Computed E_tot, in the same sequence as the records: -108826.7384 -50606.1511 -201914.5967 eV.
Computed M, in the same sequence as the records: 981.54 553.62 851.38 g/mol.
Computed largest force on an atom, in the same sequence as the records: 3.5 2.3 4.6 eV/A.